No. 1
Density functional theory data (wB97M-V/def2-TZVPD) for a molecular structure, C5H10S.

Each line ends with the natural charge from an NBO analysis.
Element x y z (Å)
1 C -2.224 -0.142 0.281  -0.61
2 C -0.959 -0.032 -0.555  -0.35
3 C 0.151 0.885 -0.366  -0.44
4 C 0.942 -0.121 0.420  -0.29
5 C 2.336 -0.238 0.046  -0.63
6 H -2.908 0.685 0.262  0.21
7 H -2.059 -0.396 1.472  0.20
8 H -2.850 -1.214 0.127  0.23
9 H -1.411 -0.015 -1.610  0.22
10 H -0.109 1.790 0.199  0.21
11 H 0.768 1.425 -1.241  0.22
12 H 0.642 0.047 1.543  0.21
13 H 2.166 -0.524 -1.005  0.22
14 H 2.894 0.611 0.221  0.22
15 H 2.621 -1.245 0.447  0.22
16 S -0.003 -1.517 -0.243  0.16

Forces on atoms 1 to 6 (eV/Å):
C -1.2 -3.3 4.0
C -4.5 -1.8 -3.9
C 1.8 3.9 0.0
C -1.3 1.0 3.1
C -0.7 -4.0 -0.9
H -0.3 0.4 -0.3

The HOMO energy is -8.47 eV. The frontier orbital gap comes out at 9.4 eV. The energy above the lowest of the compared OMol25 structures with the same formula, charge and spin comes out at 256.8 kJ/mol. Its charge is 0.



No. 2
Density functional theory data (wB97M-V/def2-TZVPD) for a molecular structure, Cl4Pt.

Each line ends with the natural charge from an NBO analysis.
Element x y z (Å)
1 Pt -0.271 -0.030 -0.399  0.71
2 Cl 0.224 0.184 3.329  -0.51
3 Cl 1.005 -3.822 0.197  -0.72
4 Cl -3.750 1.743 -1.292  -0.93
5 Cl 2.792 1.925 -1.836  -0.55

Cartesian forces, eV/Å:
Pt 0.3 0.1 0.7
Cl -0.1 0.0 -0.9
Cl -0.2 0.5 -0.2
Cl 0.5 -0.3 0.1
Cl -0.5 -0.4 0.2

The expectation value of S² is 2.09. Its spin multiplicity is 3. The HOMO energy (alpha / beta) is -2.79 / -2.54 eV. The frontier orbital gap (alpha / beta) comes out at 5.6 / 3.4 eV. The energy above the lowest of the compared OMol25 structures with the same formula, charge and spin comes out at 665.7 kJ/mol. Its charge is -2.



No. 3
Density functional theory data (wB97M-V/def2-TZVPD) for 13 unconnected molecules or ions with the total composition C29H84O13.

Each line ends with the Mulliken charge.
Element x y z (Å)
1 C -18.966 -3.484 -15.934  -1.31
2 C -17.983 -2.660 -16.811  1.58
3 C -17.962 -1.186 -16.345  -1.35
4 O -16.664 -3.079 -16.691  -0.63
5 H -19.094 -4.465 -16.391  0.07
6 H -19.941 -3.007 -15.841  0.29
7 H -18.615 -3.770 -14.943  0.38
8 H -18.331 -2.654 -17.844  -0.37
9 H -17.654 -1.069 -15.306  0.39
10 H -18.928 -0.690 -16.433  0.29
11 H -17.283 -0.650 -17.008  0.16
12 H -16.085 -2.712 -17.363  0.46
13 C -17.888 -1.488 -26.035  -0.90
14 C -18.183 -2.983 -26.107  0.44
15 C -16.875 -3.814 -26.302  -1.53
16 O -18.671 -3.340 -24.846  0.42
17 H -18.688 -0.789 -25.795  0.25
18 H -17.524 -1.194 -27.020  0.56
19 H -17.104 -1.275 -25.309  -0.04
20 H -18.895 -3.234 -26.893  0.38
21 H -16.145 -3.682 -25.503  0.14
22 H -16.328 -3.394 -27.145  0.45
23 H -17.083 -4.878 -26.411  0.43
24 H -19.525 -2.901 -24.836  -0.02
25 C -20.255 -7.696 -24.676  -1.74
26 C -19.787 -6.371 -24.088  0.92
27 C -19.757 -6.299 -22.544  -0.01
28 O -18.407 -6.169 -24.537  -0.49
29 H -19.472 -8.452 -24.632  0.35
30 H -20.380 -7.651 -25.758  0.44
31 H -21.236 -7.895 -24.244  0.37
32 H -20.412 -5.562 -24.467  -0.02
33 H -19.626 -5.265 -22.223  -0.45
34 H -18.906 -6.845 -22.136  -0.06
35 H -20.689 -6.638 -22.090  0.54
36 H -18.204 -5.231 -24.526  -0.04
37 C -21.323 -3.524 -19.631  0.12
38 C -22.043 -4.555 -18.708  0.32
39 C -21.177 -5.756 -18.402  -0.82
40 O -22.270 -3.886 -17.539  -0.54
41 H -21.096 -4.057 -20.554  0.09
42 H -20.321 -3.268 -19.285  -0.70
43 H -21.979 -2.683 -19.853  0.35
44 H -22.976 -4.831 -19.200  0.29
45 H -20.820 -6.295 -19.279  0.14
46 H -21.663 -6.423 -17.690  0.46
47 H -20.222 -5.434 -17.986  -0.05
48 H -22.675 -4.480 -16.902  0.34
49 C -21.860 -1.192 -22.596  -0.84
50 C -22.234 -2.116 -23.781  0.38
51 C -23.531 -1.697 -24.486  -1.62
52 O -21.193 -2.083 -24.711  -0.56
53 H -20.926 -1.440 -22.093  -0.15
54 H -22.574 -1.279 -21.777  0.39
55 H -21.795 -0.153 -22.920  0.44
56 H -22.279 -3.129 -23.380  0.32
57 H -24.361 -1.934 -23.819  0.43
58 H -23.745 -2.294 -25.372  0.40
59 H -23.580 -0.653 -24.794  0.36
60 H -21.152 -1.179 -25.031  0.27
61 C -15.444 -6.326 -23.025  -0.74
62 C -15.214 -7.336 -21.866  0.37
63 C -14.709 -6.621 -20.588  -0.90
64 O -16.374 -8.093 -21.606  -0.60
65 H -15.776 -6.799 -23.950  0.39
66 H -14.497 -5.852 -23.284  0.47
67 H -16.165 -5.558 -22.745  -0.33
68 H -14.512 -8.082 -22.238  0.29
69 H -14.749 -7.286 -19.725  0.32
70 H -15.293 -5.720 -20.401  -0.18
71 H -13.672 -6.299 -20.687  0.57
72 H -16.850 -7.714 -20.863  0.38
73 C -18.196 0.396 -22.996  1.95
74 C -17.420 1.464 -23.792  0.52
75 C -18.128 2.824 -23.702  -1.71
76 O -16.070 1.618 -23.331  -0.71
77 H -18.072 -0.587 -23.451  -1.48
78 H -19.277 0.538 -23.000  0.37
79 H -17.871 0.275 -21.963  -0.99
80 H -17.279 1.157 -24.828  0.36
81 H -18.538 2.993 -22.707  0.29
82 H -19.003 2.809 -24.351  0.42
83 H -17.520 3.686 -23.976  0.39
84 H -16.064 1.748 -22.379  0.37
85 C -12.830 -2.129 -19.377  -1.65
86 C -14.127 -2.967 -19.298  1.67
87 C -14.021 -4.123 -18.311  -1.95
88 O -15.177 -2.155 -18.769  -0.64
89 H -12.237 -2.655 -20.126  0.41
90 H -12.296 -2.067 -18.429  0.43
91 H -13.066 -1.153 -19.800  0.32
92 H -14.465 -3.229 -20.300  -0.06
93 H -13.696 -3.711 -17.356  0.56
94 H -13.275 -4.818 -18.697  0.43
95 H -14.954 -4.667 -18.168  0.23
96 H -15.871 -2.044 -19.422  -0.18
97 C -17.363 -6.201 -18.262  -0.64
98 O -17.810 -6.753 -19.514  -0.42
99 H -18.026 -6.374 -17.415  0.43
100 H -16.440 -6.717 -17.998  0.41
101 H -17.248 -5.121 -18.356  -0.04
102 H -18.388 -7.515 -19.432  0.25
103 C -17.898 -3.240 -21.368  -0.43
104 O -17.477 -2.322 -20.343  3.05
105 H -17.017 -3.534 -21.938  -0.11
106 H -18.377 -4.083 -20.870  0.07
107 H -18.570 -2.750 -22.073  -0.29
108 H -18.232 -1.758 -20.160  -1.47
109 C -15.088 -1.618 -23.144  -0.28
110 O -14.596 -0.549 -23.969  -0.67
111 H -16.145 -1.463 -22.930  -0.18
112 H -14.940 -2.496 -23.773  0.25
113 H -14.538 -1.656 -22.203  0.37
114 H -15.222 0.173 -23.876  0.39
115 C -15.727 0.579 -20.050  0.28
116 O -16.037 1.830 -20.620  -0.53
117 H -16.664 0.130 -19.722  -0.47
118 H -15.362 -0.116 -20.806  -0.28
119 H -15.057 0.606 -19.191  0.49
120 H -15.654 2.492 -20.040  0.30
121 C -19.770 0.665 -19.470  -0.72
122 O -19.717 -0.753 -19.449  -0.11
123 H -19.260 1.038 -18.582  0.32
124 H -19.354 1.079 -20.389  0.04
125 H -20.835 0.900 -19.457  0.31
126 H -20.160 -1.082 -18.663  0.14

Forces on atoms 1 to 6 (eV/Å):
C 0.7 -0.7 -0.7
C -0.6 1.7 1.6
C -0.6 0.1 -0.5
O 0.0 -1.9 0.9
H -0.3 0.0 -0.3
H 0.1 0.0 -0.2

The HOMO energy is -9.30 eV. The frontier orbital gap comes out at 9.6 eV. The energy above the lowest of the compared OMol25 structures with the same formula, charge and spin comes out at 89.5 kJ/mol. Its charge is 0.



No. 4
Density functional theory data (wB97M-V/def2-TZVPD) for a gas-phase ion, C10H25N4O (charge +1).

Each line ends with the natural charge from an NBO analysis.
Element x y z (Å)
1 C -3.304 -1.937 -0.585  -0.62
2 C -1.832 -1.749 -0.662  -0.21
3 N -1.654 -0.329 -0.310  -0.70
4 C -0.452 0.330 0.123  0.45
5 C -0.828 1.342 1.193  0.63
6 N 0.180 1.627 2.052  -0.82
7 O -1.911 1.846 1.294  -0.57
8 N 0.686 -0.397 0.426  -0.55
9 C 0.820 -1.016 1.760  -0.22
10 C 2.150 -0.944 2.474  -0.62
11 C 1.338 -1.215 -0.640  -0.22
12 C 2.647 -0.597 -1.000  -0.62
13 N -0.081 1.254 -1.218  -0.41
14 C 0.823 2.259 -0.825  -0.47
15 C -1.313 1.775 -1.855  -0.43
16 H -3.809 -1.178 -1.215  0.21
17 H -3.650 -2.886 -1.056  0.24
18 H -3.559 -1.898 0.513  0.23
19 H -1.458 -2.567 -0.014  0.20
20 H -1.298 -1.777 -1.593  0.18
21 H -2.463 0.255 -0.084  0.42
22 H 1.130 1.508 1.716  0.40
23 H 0.034 2.410 2.788  0.44
24 H 0.572 -2.192 1.762  0.20
25 H -0.073 -0.626 2.434  0.24
26 H 2.574 0.086 2.373  0.19
27 H 1.876 -1.189 3.517  0.24
28 H 2.807 -1.660 2.163  0.22
29 H 0.700 -1.237 -1.614  0.19
30 H 1.601 -2.206 -0.207  0.23
31 H 3.243 -1.266 -1.563  0.23
32 H 2.507 0.202 -1.767  0.19
33 H 3.194 -0.353 -0.128  0.22
34 H 0.406 0.617 -1.780  0.43
35 H 0.313 3.245 -0.556  0.25
36 H 1.546 1.937 0.013  0.24
37 H 1.436 2.707 -1.670  0.25
38 H -1.917 2.489 -1.238  0.26
39 H -1.037 2.243 -2.795  0.23
40 H -1.943 1.087 -2.227  0.24

Forces on atoms 1 to 6 (eV/Å):
C -1.5 -0.7 -0.9
C 0.6 0.7 0.6
N 1.2 0.6 1.9
C -2.7 -1.3 -1.5
C 1.2 1.0 1.2
N 0.3 2.5 1.7

The HOMO energy is -12.49 eV. The frontier orbital gap comes out at 10.0 eV. The energy above the lowest of the compared OMol25 structures with the same formula, charge and spin comes out at 319.2 kJ/mol. Its charge is +1.



No. 5
Density functional theory data (wB97M-V/def2-TZVPD) for C21H30F3NO7S in the gas phase.

Each line ends with the natural charge from an NBO analysis.
Element x y z (Å)
1 H -2.055 -3.837 -4.386  0.34
2 N -2.207 -2.833 -4.151  -0.62
3 C -2.388 -2.752 -2.834  0.12
4 C -2.644 -1.341 -2.138  -0.52
5 C -1.309 -0.535 -1.727  0.29
6 C -0.151 -0.608 -2.870  -0.68
7 C -1.741 1.036 -1.701  -0.10
8 O -2.865 1.299 -0.831  -0.52
9 C -2.459 1.771 0.459  -0.09
10 C -3.751 1.563 1.431  -0.44
11 C -3.621 0.280 2.384  -0.50
12 C -5.093 -0.005 2.987  0.79
13 O -5.190 -0.682 4.045  -0.57
14 O -6.301 0.431 2.382  -0.72
15 S -2.052 3.583 0.550  1.90
16 O -1.852 3.910 2.026  -0.89
17 O -3.147 4.486 0.061  -0.86
18 C -0.466 4.073 -0.297  0.76
19 F 0.609 3.239 0.158  -0.32
20 F -0.093 5.392 0.103  -0.30
21 F -0.558 4.109 -1.705  -0.31
22 O -0.818 -0.817 -0.399  -0.57
23 C -0.254 -2.141 -0.281  -0.09
24 C 0.231 -2.319 1.264  -0.43
25 C 1.724 -1.741 1.503  0.11
26 C 1.637 -0.109 1.428  -0.66
27 O 2.702 -2.301 0.601  -0.55
28 C 4.051 -2.217 1.116  -0.10
29 C 4.738 -0.902 0.451  -0.03
30 C 4.959 0.309 1.419  -0.24
31 C 5.574 1.627 0.839  -0.22
32 C 5.910 1.637 -0.689  -0.23
33 C 5.704 0.416 -1.627  -0.22
34 C 5.095 -0.890 -1.052  -0.23
35 H -2.309 -3.737 -2.253  0.17
36 H -3.250 -0.698 -2.867  0.25
37 H -3.308 -1.536 -1.222  0.23
38 H 0.823 -0.170 -2.422  0.23
39 H -0.418 0.061 -3.754  0.23
40 H 0.083 -1.672 -3.200  0.24
41 H -0.784 1.606 -1.445  0.19
42 H -2.001 1.331 -2.787  0.21
43 H -1.605 1.185 0.940  0.25
44 H -3.978 2.477 2.073  0.26
45 H -4.661 1.437 0.730  0.26
46 H -2.969 0.562 3.275  0.26
47 H -3.301 -0.670 1.841  0.25
48 H -6.935 -0.321 2.368  0.51
49 H -1.001 -2.990 -0.486  0.17
50 H 0.675 -2.331 -0.916  0.20
51 H -0.491 -1.737 1.931  0.22
52 H 0.228 -3.440 1.547  0.22
53 H 2.020 -1.960 2.603  0.17
54 H 0.540 0.248 1.491  0.21
55 H 2.304 0.390 2.207  0.22
56 H 2.047 0.155 0.379  0.23
57 H 4.660 -3.102 0.687  0.20
58 H 4.133 -2.229 2.253  0.19
59 H 4.666 0.263 2.517  0.22
60 H 5.754 2.542 1.509  0.23
61 H 6.330 2.616 -1.123  0.23
62 H 5.951 0.424 -2.740  0.23
63 H 4.878 -1.837 -1.648  0.23

Forces on atoms 1 to 6 (eV/Å):
H -0.1 0.9 0.1
N -0.5 -0.3 3.6
C 0.6 0.0 -2.6
C -0.2 -1.2 -0.1
C -0.4 1.6 -1.3
C 0.4 0.3 1.0

The HOMO energy is -8.87 eV. The frontier orbital gap comes out at 9.2 eV. Its charge is 0.



No. 6
Density functional theory data (wB97M-V/def2-TZVPD) for 2 unconnected molecules or ions with the total composition C5H11O2.

Each line ends with the natural charge from an NBO analysis.
Element x y z (Å)
1 C -1.363 -1.633 -0.311  -0.49
2 C -1.611 -0.738 0.921  -0.59
3 C -2.256 -1.060 -1.423  0.74
4 O -2.007 -0.118 -2.134  -0.75
5 O -3.379 -1.716 -1.380  -0.85
6 H -0.274 -1.711 -0.561  0.17
7 H -1.744 -2.697 -0.013  0.20
8 H -1.152 0.220 0.842  0.19
9 H -0.938 -1.281 1.676  0.17
10 H -2.615 -0.624 1.235  0.21
11 C 1.828 1.209 0.747  -0.63
12 C 2.587 1.682 -0.531  -0.63
13 H 0.869 1.706 1.082  0.22
14 H 1.301 0.205 0.558  0.23
15 H 2.488 1.301 1.721  0.19
16 H 1.839 2.020 -1.177  0.23
17 H 3.366 2.253 -0.087  0.20
18 H 3.060 0.982 -1.164  0.20

Forces on atoms 1 to 6 (eV/Å):
C -0.2 -0.8 0.4
C 3.3 -2.1 0.8
C -3.4 -3.8 1.2
O 1.5 2.0 -1.1
O 1.0 1.0 -0.4
H -0.7 0.3 0.2

The HOMO energy is -3.41 eV. The frontier orbital gap comes out at 6.9 eV. The energy above the lowest of the compared OMol25 structures with the same formula, charge and spin comes out at 176.0 kJ/mol. Its charge is -1.



Largest force on an atom, respectively: 6.2, 0.9, 2.4, 5.5, 7.6, 5.2 eV Å⁻¹.